Below is a molecular structure, C32H22BrF4N6O5PS2SeTc, with properties calculated with wB97M-V/def2-TZVPD.

Geometry as ORCA input:
```
! wB97M-V def2-TZVPD RIJCOSX def2/J DEFGRID3
* xyz 0 2
Tc -0.84 0.90 0.70
S -2.19 1.40 2.83
C -3.36 1.03 1.66
N -2.91 0.83 0.42
C -3.93 0.70 -0.49
C -3.83 0.63 -1.87
C -4.99 0.50 -2.62
C -6.24 0.42 -2.01
C -6.36 0.52 -0.64
C -5.21 0.68 0.11
S -5.08 0.93 1.84
H -2.86 0.70 -2.34
H -4.93 0.46 -3.70
H -7.12 0.29 -2.62
H -7.31 0.48 -0.14
F 1.66 -3.54 -5.45
C 1.44 -2.61 -4.51
C 2.40 -1.64 -4.26
F 3.55 -1.61 -4.94
C 2.16 -0.69 -3.26
F 3.11 0.21 -3.03
C 0.99 -0.68 -2.50
P 0.95 0.43 -1.00
C 1.47 2.03 -1.68
C 1.17 2.40 -2.99
C 1.55 3.64 -3.46
C 2.21 4.53 -2.63
C 2.45 4.19 -1.31
C 2.05 2.96 -0.82
C 2.45 -0.38 -0.32
C 3.65 0.27 -0.10
C 4.72 -0.42 0.43
C 4.60 -1.76 0.76
C 3.40 -2.42 0.52
C 2.34 -1.75 -0.04
C 0.05 -1.67 -2.77
Br -1.54 -1.82 -1.76
C 0.27 -2.62 -3.77
F -0.64 -3.56 -4.00
H 0.67 1.70 -3.65
H 1.32 3.92 -4.48
H 2.52 5.49 -3.01
H 2.94 4.89 -0.64
H 2.19 2.72 0.22
H 3.76 1.31 -0.36
H 5.65 0.09 0.59
H 5.42 -2.28 1.22
H 3.30 -3.47 0.79
H 1.40 -2.27 -0.22
O 3.09 0.32 3.07
Se 1.57 0.27 2.81
O 1.23 -1.42 2.31
O 1.13 1.16 1.53
O 0.64 0.49 4.04
N -0.80 -0.87 1.41
C -0.12 -1.61 2.15
N -0.63 -2.67 2.83
C -1.96 -2.50 3.39
C -1.81 -1.97 4.82
O -1.05 -2.87 5.59
C 0.25 -2.99 5.09
C 0.22 -3.51 3.64
H -2.47 -3.47 3.41
H -2.51 -1.81 2.76
H -2.78 -1.88 5.31
H -1.33 -0.98 4.79
H 0.78 -3.70 5.73
H 0.77 -2.02 5.11
H -0.20 -4.52 3.62
H 1.22 -3.52 3.21
N -0.95 2.71 -0.01
C -0.93 3.78 -0.50
N -1.12 4.91 -0.95
C -0.56 5.84 -1.62
N -0.16 6.74 -2.23
*
```

<S²> ... 0.96
Energy above the lowest of the compared OMol25 structures with the same formula, charge and spin ... 156.5 kJ/mol
Kohn-Sham gap (alpha / beta) ... 0.2290 / 0.2374 Eh
Largest force on an atom ... 2.955 eV/A


Below is C4H5P in the gas phase, with properties calculated with wB97M-V/def2-TZVPD.

Geometry as ORCA input:
```
! wB97M-V def2-TZVPD RIJCOSX def2/J DEFGRID3
* xyz 0 1
C -1.68 0.54 0.87
C -0.51 -0.01 0.94
C 1.84 -1.47 0.67
C -1.06 0.95 -0.43
P 0.62 -1.05 1.79
H -2.57 0.86 1.29
H 2.50 -2.25 0.91
H 2.15 -0.86 -0.17
H -1.27 0.34 -1.35
H -0.60 1.98 -0.48
*
```

SMILES string ... C=PC1=CC1
Energy above the lowest of the compared OMol25 structures with the same formula, charge and spin ... 256.8 kJ/mol
Kohn-Sham gap ... 0.3118 Eh
Largest force on an atom ... 3.219 eV/A


Below is 2 unconnected molecules or ions with the total composition C3H6FN, with properties calculated with wB97M-V/def2-TZVPD.

Geometry as ORCA input:
```
! wB97M-V def2-TZVPD RIJCOSX def2/J DEFGRID3
* xyz 0 3
C 2.59 -0.83 -0.29
C -1.92 0.21 -0.07
C -0.43 0.09 0.33
N 0.27 -0.45 -0.78
F 2.89 0.18 0.43
H 3.46 -0.97 -1.01
H -2.36 0.57 0.88
H -1.96 1.11 -0.76
H -2.40 -0.63 -0.60
H -0.08 -0.44 1.26
H -0.05 1.16 0.61
*
```

<S²> ... 2.17
Energy above the lowest of the compared OMol25 structures with the same formula, charge and spin ... 216.4 kJ/mol
Kohn-Sham gap (alpha / beta) ... 0.3297 / 0.3214 Eh
Largest force on an atom ... 2.101 eV/A


Below is C6H10O in the gas phase, with properties calculated with wB97M-V/def2-TZVPD.

Geometry as ORCA input:
```
! wB97M-V def2-TZVPD RIJCOSX def2/J DEFGRID3
* xyz 0 1
C -1.55 -0.45 0.72
C -1.12 0.11 -0.62
C -0.08 1.21 -0.28
C 0.97 0.09 -0.16
C 2.25 0.03 0.24
O -0.07 -0.67 1.34
C 0.08 -0.77 -1.07
H -0.10 0.12 1.85
H -2.24 0.24 1.27
H -2.00 -1.45 0.72
H -1.91 0.33 -1.34
H 0.19 1.79 -1.17
H -0.32 1.90 0.54
H 2.84 -0.87 0.06
H 2.68 0.79 0.89
H 0.00 -1.85 -0.90
H 0.37 -0.55 -2.10
*
```

SMILES string ... C=C1CC(CO)C1
Energy above the lowest of the compared OMol25 structures with the same formula, charge and spin ... 307.1 kJ/mol
Kohn-Sham gap ... 0.3145 Eh
Largest force on an atom ... 5.632 eV/A


Below is C4H3NO2 in the gas phase, with properties calculated with wB97M-V/def2-TZVPD.

Geometry as ORCA input:
```
! wB97M-V def2-TZVPD RIJCOSX def2/J DEFGRID3
* xyz 0 1
O 1.14 1.78 -1.27
C 0.86 1.30 -0.21
C -1.00 0.42 -0.31
N -1.79 1.17 0.08
O -1.11 -1.51 1.38
C -0.17 -1.54 0.64
C 0.25 -0.30 -0.26
H 0.77 1.89 0.71
H 0.31 -2.52 0.40
H 0.74 -0.69 -1.16
*
```

SMILES string ... N#CC(C=O)C=O
Energy above the lowest of the compared OMol25 structures with the same formula, charge and spin ... 319.3 kJ/mol
Kohn-Sham gap ... 0.3867 Eh
Largest force on an atom ... 1.630 eV/A


Below is 10 unconnected molecules or ions with the total composition C35H71F2I2N24O9, with properties calculated with wB97M-V/def2-TZVPD.

Geometry as ORCA input:
```
! wB97M-V def2-TZVPD RIJCOSX def2/J DEFGRID3
* xyz 1 1
C -2.72 0.32 1.20
C -1.11 0.48 0.98
C -0.31 -0.80 0.39
F 1.11 -0.40 0.72
C -0.37 -2.27 1.19
C 0.10 -2.15 2.74
C 1.29 -3.13 3.25
N 2.01 -3.93 2.19
N 0.89 -4.12 4.35
N 2.37 -2.23 3.91
N -0.81 -3.32 0.41
C -1.04 -4.74 0.89
C -1.77 -4.93 2.33
C -1.98 -6.51 2.67
C -1.43 -7.61 1.64
N -0.76 -7.50 0.31
C -0.64 -6.04 0.04
C -1.15 -2.65 -0.95
F -2.57 -2.32 -0.51
C -1.56 -3.67 -2.21
C -0.66 -3.57 -3.52
C -1.01 -4.48 -4.83
C -2.32 -5.40 -4.54
C -3.03 -5.34 -3.10
N -2.75 -4.53 -1.88
C -0.46 -1.21 -1.24
C -1.41 -0.12 -2.10
C -1.29 -0.27 -3.73
C -1.26 1.20 -4.53
C -2.61 1.41 -5.47
C 0.02 1.30 -5.58
C 1.05 -0.90 -1.73
I 1.68 1.20 -2.29
C 2.22 -1.79 -1.87
C 3.73 -1.30 -2.41
I 2.15 -3.86 -1.30
H -3.13 1.40 1.49
H -3.25 0.06 0.17
H -3.03 -0.43 2.05
H -0.90 1.47 0.36
H -0.65 0.70 2.06
H 0.39 -1.04 3.08
H -0.86 -2.40 3.41
H 2.79 -3.36 1.75
H 2.46 -4.79 2.56
H 1.73 -4.71 4.61
H 0.72 -3.52 5.19
H 3.06 -2.81 4.43
H 1.92 -1.58 4.60
H -2.16 -4.10 3.05
H -2.52 -6.83 3.66
H -1.59 -8.74 1.99
H -0.16 -5.81 -1.03
H 0.26 -2.85 -3.55
H -0.44 -4.50 -5.85
H -2.74 -6.10 -5.38
H -3.96 -6.07 -2.96
H -1.25 1.00 -1.73
H -2.58 -0.27 -1.89
H -2.26 -0.82 -4.15
H -0.36 -0.85 -4.12
H -1.11 2.03 -3.71
H -2.51 0.76 -6.46
H -3.57 1.14 -4.86
H -2.66 2.55 -5.74
H 0.61 0.29 -5.70
H 0.79 2.08 -5.12
H -0.31 1.61 -6.68
H 4.50 -2.18 -2.43
H 4.16 -0.49 -1.65
H 3.67 -0.86 -3.51
C -4.21 4.32 -3.40
O -3.58 3.39 -3.87
N -3.70 5.17 -2.49
N -5.48 4.60 -3.77
H -4.21 5.94 -2.10
H -2.75 5.00 -2.19
H -5.90 3.98 -4.46
H -6.02 5.36 -3.40
C -5.17 7.82 0.09
O -5.54 7.79 -1.07
N -3.92 8.16 0.45
N -5.98 7.51 1.12
H -3.59 8.19 1.40
H -3.27 8.40 -0.29
H -6.93 7.24 0.89
H -5.69 7.52 2.08
C 5.42 4.05 -1.71
O 6.44 4.70 -1.89
N 5.30 2.77 -2.10
N 4.34 4.55 -1.10
H 4.48 2.21 -1.95
H 6.10 2.35 -2.56
H 4.39 5.51 -0.79
H 3.49 4.03 -0.93
C 1.65 7.13 -2.69
O 1.00 6.10 -2.65
N 2.94 7.19 -2.31
N 1.14 8.29 -3.12
H 3.50 8.03 -2.34
H 3.36 6.33 -1.98
H 0.18 8.29 -3.42
H 1.66 9.15 -3.16
C -9.03 5.33 0.13
O -8.55 6.38 -0.24
N -8.34 4.44 0.88
N -10.28 4.95 -0.16
H -8.71 3.57 1.20
H -7.39 4.69 1.12
H -10.84 5.59 -0.72
H -10.69 4.08 0.14
C 5.97 -1.86 5.11
O 5.32 -2.89 5.15
N 7.26 -1.80 5.49
N 5.46 -0.69 4.68
H 7.81 -0.96 5.46
H 7.68 -2.65 5.82
H 4.49 -0.69 4.38
H 5.98 0.17 4.64
C -3.44 4.91 2.63
O -2.96 5.97 2.25
N -2.75 4.03 3.37
N -4.69 4.53 2.33
H -3.12 3.15 3.69
H -1.80 4.27 3.62
H -5.25 5.17 1.78
H -5.10 3.67 2.64
C 6.14 -5.40 0.82
O 7.13 -5.58 1.50
N 6.18 -5.39 -0.53
N 4.92 -5.20 1.35
H 5.37 -5.24 -1.11
H 7.08 -5.54 -0.96
H 4.85 -5.20 2.36
H 4.09 -5.05 0.80
C 7.49 -7.30 5.80
O 7.74 -7.82 6.88
N 8.37 -6.53 5.14
N 6.31 -7.46 5.18
H 8.18 -6.09 4.26
H 9.28 -6.39 5.58
H 5.62 -8.03 5.64
H 6.08 -7.04 4.29
*
```

Kohn-Sham gap ... 0.2361 Eh
Largest force on an atom ... 8.369 eV/A


Below is 2 unconnected molecules or ions with the total composition C3H10S, with properties calculated with wB97M-V/def2-TZVPD.

Geometry as ORCA input:
```
! wB97M-V def2-TZVPD RIJCOSX def2/J DEFGRID3
* xyz 0 1
C 0.09 6.81 -0.26
H -0.80 6.31 0.13
H 0.81 6.89 0.57
H -0.35 7.74 -0.56
H 0.76 6.33 -1.06
C -0.55 -3.67 1.35
S -0.07 -4.98 0.20
C 0.57 -3.89 -1.15
H -1.68 -3.84 1.54
H -0.40 -2.52 1.12
H -0.26 -3.91 2.38
H -0.01 -2.97 -1.26
H 1.63 -3.79 -1.05
H 0.27 -4.52 -1.93
*
```

SMILES string ... CSC.C
Energy above the lowest of the compared OMol25 structures with the same formula, charge and spin ... 118.2 kJ/mol
Kohn-Sham gap ... 0.3489 Eh
Largest force on an atom ... 3.333 eV/A


Below is 3 unconnected molecules or ions with the total composition C7H15NO2, with properties calculated with wB97M-V/def2-TZVPD.

Geometry as ORCA input:
```
! wB97M-V def2-TZVPD RIJCOSX def2/J DEFGRID3
* xyz 0 1
C 1.29 0.57 -1.59
C 0.69 1.62 -2.21
N 0.29 2.86 -1.53
C 1.21 -0.76 -2.22
C 1.17 -1.76 -1.11
C 0.24 -1.83 -0.18
C 0.27 -2.14 1.24
C -0.61 -2.98 1.90
H 1.66 0.47 -0.56
H 0.42 1.61 -3.20
H 0.58 3.67 -2.02
H 0.85 2.79 -0.64
H 1.97 -0.91 -3.03
H 0.32 -0.88 -2.75
H 2.12 -2.30 -1.10
H -0.82 -1.37 -0.42
H 0.73 -1.41 1.93
H -1.43 -3.54 1.49
H -0.40 -3.01 3.01
H 0.70 2.32 2.78
H -0.23 3.09 1.92
O -0.20 2.28 2.49
H -2.90 1.33 1.64
H -2.73 -0.16 2.02
O -3.35 0.47 1.85
*
```

SMILES string ... C=C/C=C/C/C=C/N.O.O
Energy above the lowest of the compared OMol25 structures with the same formula, charge and spin ... 463.3 kJ/mol
Kohn-Sham gap ... 0.3203 Eh
Largest force on an atom ... 4.843 eV/A


Below is 2 unconnected molecules or ions with the total composition C3H4P2, with properties calculated with wB97M-V/def2-TZVPD.

Geometry as ORCA input:
```
! wB97M-V def2-TZVPD RIJCOSX def2/J DEFGRID3
* xyz 0 1
C -1.68 -0.97 0.77
C -0.82 -1.21 -0.46
C 0.21 0.90 0.67
P -1.13 0.53 -0.51
P -1.05 0.28 1.84
H -1.42 -1.86 -1.27
H 0.21 -1.41 -0.46
H 1.25 0.82 0.55
H 0.09 2.76 0.79
*
```

Energy above the lowest of the compared OMol25 structures with the same formula, charge and spin ... 481.5 kJ/mol
Kohn-Sham gap (alpha / beta) ... 0.2788 / 0.2788 Eh
Largest force on an atom ... 4.614 eV/A


Below is a molecular structure, C44H59AuO3P3, with properties calculated with wB97M-V/def2-TZVPD.

Geometry as ORCA input:
```
! wB97M-V def2-TZVPD RIJCOSX def2/J DEFGRID3
* xyz 1 1
Au -0.22 0.84 -0.62
O 1.98 1.23 -0.67
P 3.15 0.55 -0.04
C 3.68 -0.96 -0.96
P 2.47 -2.33 -0.83
O 1.06 -1.87 -0.78
C 2.91 -3.29 0.63
C 1.94 -3.48 1.61
C 2.24 -4.25 2.73
C 3.49 -4.83 2.86
C 4.45 -4.66 1.87
C 4.16 -3.89 0.75
C 2.82 -3.40 -2.25
C 3.95 -3.30 -3.05
C 4.12 -4.18 -4.10
C 3.17 -5.16 -4.36
C 2.04 -5.25 -3.56
C 1.86 -4.37 -2.51
C 4.57 1.66 -0.08
C 4.34 2.93 0.45
C 5.36 3.86 0.47
C 6.61 3.53 -0.03
C 6.84 2.27 -0.57
C 5.82 1.33 -0.59
C 2.93 0.10 1.69
C 1.71 0.31 2.31
C 1.54 0.00 3.65
C 2.60 -0.55 4.37
C 3.83 -0.76 3.75
C 4.00 -0.43 2.42
H 4.66 -1.31 -0.62
H 3.74 -0.64 -2.00
H 0.97 -3.03 1.47
H 1.49 -4.39 3.50
H 3.72 -5.43 3.73
H 5.42 -5.14 1.97
H 4.90 -3.77 -0.03
H 4.70 -2.54 -2.86
H 5.00 -4.10 -4.74
H 3.32 -5.85 -5.18
H 1.29 -6.01 -3.77
H 0.98 -4.43 -1.88
H 3.36 3.17 0.84
H 5.19 4.85 0.88
H 7.42 4.26 -0.01
H 7.81 2.03 -0.98
H 6.00 0.35 -1.02
H 0.89 0.74 1.74
H 0.59 0.18 4.14
H 2.47 -0.80 5.41
H 4.65 -1.17 4.32
H 4.96 -0.56 1.94
C -0.66 -1.03 -3.62
O -0.23 0.27 -3.22
H -0.56 -1.17 -4.70
H -1.70 -1.22 -3.32
H -0.02 -1.74 -3.10
H -0.77 0.93 -3.67
C -3.29 4.09 3.17
C -2.81 2.70 3.61
C -2.18 1.93 2.44
C -2.90 2.28 1.13
C -2.60 3.74 0.77
C -2.42 4.61 2.03
P -2.43 1.14 -0.24
C -3.25 1.74 -1.79
C -4.74 2.08 -1.67
C -5.21 2.92 -2.88
C -4.41 2.59 -4.14
C -2.92 2.96 -3.96
C -2.50 2.89 -2.48
C -3.28 -0.48 0.05
C -2.34 -1.43 0.83
C -3.10 -2.70 1.24
C -4.24 -2.38 2.24
C -4.70 -0.92 2.12
C -4.70 -0.46 0.66
H -3.26 4.78 4.02
H -4.32 4.04 2.83
H -3.65 2.13 4.01
H -2.07 2.78 4.41
H -2.22 0.86 2.64
H -1.12 2.19 2.32
H -3.98 2.15 1.29
H -3.41 4.15 0.17
H -1.68 3.79 0.17
H -2.68 5.65 1.80
H -1.37 4.62 2.34
H -3.14 0.86 -2.43
H -4.94 2.64 -0.76
H -5.32 1.16 -1.62
H -5.10 3.98 -2.66
H -6.27 2.74 -3.06
H -4.82 3.12 -4.99
H -4.50 1.52 -4.35
H -2.74 3.97 -4.33
H -2.30 2.29 -4.56
H -2.76 3.84 -1.99
H -1.42 2.77 -2.39
H -3.36 -0.88 -0.96
H -1.95 -0.94 1.73
H -1.48 -1.68 0.21
H -2.40 -3.41 1.69
H -3.51 -3.16 0.34
H -3.91 -2.57 3.26
H -5.08 -3.04 2.04
H -4.06 -0.27 2.71
H -5.71 -0.82 2.54
H -5.16 0.53 0.58
H -5.33 -1.15 0.09
*
```

Energy above the lowest of the compared OMol25 structures with the same formula, charge and spin ... 21.2 kJ/mol
Kohn-Sham gap ... 0.3518 Eh
Largest force on an atom ... 0.969 eV/A


- The highest largest force on an atom belongs to which entry?
  C35H71F2I2N24O9


- Among the records above, which one has the lowest largest force on an atom?
  C44H59AuO3P3